No. 1
DFT (wB97M-V/def2-TZVPD) results for a cluster of 2 separate species, C4H7F6NP2 in total at a distorted geometry.

Cartesian coordinates (Å):
C  0.411  -2.190  1.512
C  0.093  1.603  -1.393
C  -2.017  -1.523  -1.459
C  1.624  1.607  0.887
N  -0.583  0.194  0.862
F  -2.495  -0.259  -1.676
F  -0.632  -1.400  -1.627
F  -2.450  -2.303  -2.470
F  2.001  1.020  2.038
F  0.853  2.653  1.230
F  2.726  2.099  0.312
P  -1.028  -1.104  1.795
P  0.748  0.336  -0.245
H  0.477  -2.423  0.448
H  0.292  -3.112  2.077
H  1.330  -1.692  1.825
H  -0.389  1.101  -2.229
H  0.934  2.181  -1.778
H  -0.622  2.271  -0.908
H  -1.273  0.937  0.797

The value obtained for the frontier orbital gap (spin up / spin down) is 5.3 / 9.2 eV. The LUMO energy (spin up / spin down) is -1.9 / -0.8 eV. For the energy above the lowest of the compared OMol25 structures with the same formula, charge and spin, the calculation gives 3.506 eV.


No. 2
DFT (wB97M-V/def2-TZVPD) results for an isolated molecule of C4H7FN2 at a distorted geometry.

Cartesian coordinates (Å):
C  1.507  -2.013  0.651
N  1.734  -0.839  1.118
N  0.679  0.044  1.039
C  -0.403  -0.223  0.114
C  -0.806  1.305  -0.099
C  -1.177  1.868  -1.213
F  -1.138  1.057  -2.337
H  2.201  -2.859  0.741
H  0.605  -2.231  0.226
H  1.032  0.936  0.878
H  -1.406  -0.919  0.321
H  0.065  -0.576  -0.891
H  -1.084  1.704  0.827
H  -1.809  2.746  -1.376

The value obtained for the frontier orbital gap is 10.0 eV. As for the SMILES: C=NNC/C=C\F. The LUMO energy is 0.9 eV. For the energy above the lowest of the compared OMol25 structures with the same formula, charge and spin, the calculation gives 3.267 eV.


No. 3
DFT (wB97M-V/def2-TZVPD) results for an isolated molecule of C4H7FN2 at a distorted geometry.

Cartesian coordinates (Å):
C  -1.521  0.979  -0.079
C  -0.068  0.890  0.070
C  -2.274  -0.136  -0.053
C  2.189  -0.038  -0.092
N  0.069  -1.387  0.013
N  0.690  -0.227  0.027
F  -3.601  -0.231  0.001
H  -2.057  1.881  -0.216
H  0.567  1.698  0.202
H  -1.957  -1.156  0.197
H  2.557  -0.519  0.855
H  2.437  -0.638  -0.904
H  2.256  1.073  -0.089
H  0.713  -2.189  0.070

The value obtained for the frontier orbital gap is 8.2 eV. The LUMO energy is 0.8 eV. For the energy above the lowest of the compared OMol25 structures with the same formula, charge and spin, the calculation gives 3.337 eV.


No. 4
DFT (wB97M-V/def2-TZVPD) results for an isolated molecule of C4H7FN2 at a distorted geometry.

Cartesian coordinates (Å):
H  2.291  0.282  3.601
N  2.103  0.150  2.640
C  0.953  0.323  2.151
C  0.781  0.275  0.727
N  -0.405  0.107  0.317
C  -0.625  0.273  -1.119
C  -1.397  -0.796  -1.870
F  0.536  0.490  -1.882
H  -0.078  0.532  2.597
H  1.825  0.415  0.200
H  -1.292  1.071  -1.233
H  -0.822  -1.652  -1.692
H  -1.404  -0.643  -2.985
H  -2.466  -0.827  -1.452

The value obtained for the frontier orbital gap is 10.4 eV. As for the SMILES: [H]/N=C/C=N/[C@H](C)F. The LUMO energy is 0.2 eV. For the energy above the lowest of the compared OMol25 structures with the same formula, charge and spin, the calculation gives 1.429 eV.


No. 5
DFT (wB97M-V/def2-TZVPD) results for an isolated molecule of C4H7FN2S at a distorted geometry.

Cartesian coordinates (Å):
H  0.596  2.659  -0.186
N  1.208  1.963  -0.523
C  0.955  0.811  -0.059
C  -0.063  0.419  0.860
C  -0.980  -0.650  0.201
C  -2.282  -0.322  -0.089
F  -3.337  -1.019  -0.544
N  1.464  -0.332  -0.872
S  2.110  -1.678  0.026
H  -0.605  1.461  1.055
H  0.462  0.045  1.643
H  -0.579  -1.759  0.236
H  -2.512  0.733  0.115
H  2.425  -0.008  -1.317
H  1.137  -2.320  -0.546

The value obtained for the frontier orbital gap is 10.1 eV. As for the SMILES: [H]/N=C(\C/C=C/F)NS. The LUMO energy is 0.7 eV. For the energy above the lowest of the compared OMol25 structures with the same formula, charge and spin, the calculation gives 3.249 eV.


No. 6
DFT (wB97M-V/def2-TZVPD) results for an isolated molecule of C4H7FN2S at a distorted geometry.

Cartesian coordinates (Å):
H  0.094  -2.263  -0.395
N  1.129  -2.027  0.046
C  1.302  -0.706  0.094
N  2.637  -0.257  0.045
C  0.157  0.468  0.232
S  0.139  1.993  -0.199
C  -0.960  -0.221  0.941
C  -2.253  -0.294  0.180
F  -1.780  -0.984  -0.948
H  2.554  0.805  -0.105
H  3.184  -0.484  -0.905
H  -0.809  -1.241  1.246
H  -1.359  0.488  1.713
H  -3.008  -0.675  0.831
H  -2.694  0.843  0.010

The value obtained for the frontier orbital gap is 8.0 eV. As for the SMILES: [H]/N=C(/N)C(=S)CCF. The LUMO energy is -1.1 eV. For the energy above the lowest of the compared OMol25 structures with the same formula, charge and spin, the calculation gives 3.313 eV.


No. 7
DFT (wB97M-V/def2-TZVPD) results for an isolated molecule of C4H7FN2S at a distorted geometry.

Cartesian coordinates (Å):
C  0.745  2.988  -0.231
N  1.455  1.887  -0.856
N  0.614  0.741  -1.121
C  -0.033  -0.016  -0.219
S  0.231  -0.020  1.427
C  -0.938  -1.076  -0.900
C  -1.361  -2.275  -0.444
F  -1.128  -2.631  0.822
H  1.506  3.670  0.271
H  0.170  3.429  -1.002
H  0.036  2.606  0.581
H  2.148  1.487  -0.215
H  0.482  0.560  -2.157
H  -1.076  -0.815  -2.010
H  -1.763  -3.067  -1.102

The value obtained for the frontier orbital gap is 8.5 eV. As for the SMILES: CNNC(=S)/C=C\F. The LUMO energy is 0.2 eV. For the energy above the lowest of the compared OMol25 structures with the same formula, charge and spin, the calculation gives 2.469 eV.


No. 8
DFT (wB97M-V/def2-TZVPD) results for an isolated molecule of C4H7FO at a distorted geometry.

Cartesian coordinates (Å):
O  -2.448  -0.806  0.884
C  -1.976  -0.670  -0.231
C  -0.444  -0.587  -0.392
C  0.235  0.369  0.549
C  1.667  0.630  0.089
F  1.678  1.417  -1.032
H  -2.648  -0.613  -1.114
H  -0.330  -0.328  -1.456
H  -0.052  -1.575  -0.215
H  -0.300  1.320  0.564
H  0.244  -0.003  1.560
H  2.199  -0.319  -0.105
H  2.175  1.165  0.898

The value obtained for the frontier orbital gap is 10.8 eV. As for the SMILES: O=CCCCF. The LUMO energy is 0.9 eV. For the energy above the lowest of the compared OMol25 structures with the same formula, charge and spin, the calculation gives 0.442 eV.


No. 9
DFT (wB97M-V/def2-TZVPD) results for an isolated molecule of C4H7FO at a distorted geometry.

Cartesian coordinates (Å):
C  -1.356  0.109  0.871
C  -0.496  0.923  -0.106
F  -1.237  1.483  -1.074
C  0.451  -0.191  -0.760
C  1.711  -0.643  -0.387
O  0.614  -1.455  -0.072
H  -0.936  0.216  1.862
H  -1.326  -0.919  0.664
H  -2.379  0.531  0.959
H  0.060  1.714  0.533
H  0.246  -0.339  -1.796
H  2.310  -0.361  0.496
H  2.337  -1.068  -1.190

The value obtained for the frontier orbital gap is 11.6 eV. As for the SMILES: C[C@H](F)[C@H]1CO1. The LUMO energy is 1.1 eV. For the energy above the lowest of the compared OMol25 structures with the same formula, charge and spin, the calculation gives 1.920 eV.


No. 10
DFT (wB97M-V/def2-TZVPD) results for a cluster of 4 separate species, C4H7FO in total at a distorted geometry.

Cartesian coordinates (Å):
C  1.269  -0.452  -0.657
C  0.428  -0.439  0.636
C  -0.613  0.733  0.582
C  -1.680  0.310  -0.291
H  0.465  0.106  -1.822
H  1.391  -2.049  -0.708
H  2.482  0.461  -0.278
H  0.107  -1.489  1.014
H  1.256  -0.280  1.331
H  -1.012  0.784  1.546
H  -1.903  1.293  -0.964
O  -2.155  -0.735  -0.208
F  -0.035  1.756  -0.182

The value obtained for the frontier orbital gap is 10.3 eV. The LUMO energy is 0.1 eV. For the energy above the lowest of the compared OMol25 structures with the same formula, charge and spin, the calculation gives 7.553 eV.


No. 11
DFT (wB97M-V/def2-TZVPD) results for an isolated molecule of C4H7FO2.

Cartesian coordinates (Å):
C  0.673  -1.025  -1.429
O  0.707  -1.169  -0.029
C  -0.047  -0.280  0.684
C  -0.795  -0.719  1.694
F  -0.905  -2.009  1.996
C  0.055  1.183  0.396
O  -0.691  1.492  -0.775
H  1.244  -1.870  -1.823
H  -0.347  -1.047  -1.820
H  1.141  -0.094  -1.783
H  -1.340  -0.073  2.383
H  -0.310  1.750  1.248
H  1.110  1.447  0.290
H  -0.494  2.414  -1.032

The value obtained for the frontier orbital gap is 9.7 eV. As for the SMILES: CO/C(=C\F)CO. The LUMO energy is 0.7 eV. For the energy above the lowest of the compared OMol25 structures with the same formula, charge and spin, the calculation gives 1.846 eV.


No. 12
DFT (wB97M-V/def2-TZVPD) results for an isolated molecule of C4H7FO2S at a distorted geometry.

Cartesian coordinates (Å):
C  1.618  0.158  0.631
C  0.806  -0.350  1.491
C  -0.568  -0.963  0.990
F  -0.318  -2.000  -0.085
S  -1.867  0.000  0.252
C  -1.192  0.364  -1.436
O  -2.030  1.224  1.013
O  -3.013  -0.816  0.126
H  2.532  0.729  0.862
H  1.428  -0.045  -0.393
H  0.959  -0.219  2.605
H  -1.043  -1.678  1.825
H  -0.369  1.089  -1.420
H  -0.838  -0.523  -1.765
H  -2.119  0.764  -2.043

The value obtained for the frontier orbital gap is 11.3 eV. As for the SMILES: C=C[C@H](F)S(C)(=O)=O. The LUMO energy is 0.4 eV. For the energy above the lowest of the compared OMol25 structures with the same formula, charge and spin, the calculation gives 2.499 eV.


> What is the formula in the first record?

C4H7F6NP2